{"formula": "C37H115F2N45O38S5", "method": "ωB97M-V/def2-TZVPD", "homo_ha": -0.2960, "energy_ha": -8993.0798, "gap_ev": 7.01, "max_force_ev_per_a": 10.869, "multiplicity": 1, "symbols": ["C", "C", "N", "C", "C", "N", "C", "C", "H", "H", "H", "H", "H", "H", "H", "H", "H", "H", "H", "N", "S", "O", "O", "F", "S", "O", "O", "F", "C", "O", "N", "N", "H", "H", "H", "H", "C", "O", "N", "N", "H", "H", "H", "H", "C", "O", "N", "N", "H", "H", "H", "H", "C", "O", "N", "N", "H", "H", "H", "H", "C", "O", "N", "N", "H", "H", "H", "H", "C", "O", "N", "N", "H", "H", "H", "H", "C", "O", "N", "N", "H", "H", "H", "H", "C", "O", "N", "N", "H", "H", "H", "H", "C", "O", "N", "N", "H", "H", "H", "H", "C", "O", "N", "N", "H", "H", "H", "H", "C", "O", "N", "N", "H", "H", "H", "H", "C", "O", "N", "N", "H", "H", "H", "H", "C", "O", "N", "N", "H", "H", "H", "H", "C", "O", "N", "N", "H", "H", "H", "H", "C", "O", "N", "N", "H", "H", "H", "H", "C", "O", "N", "N", "H", "H", "H", "H", "C", "O", "N", "N", "H", "H", "H", "H", "C", "O", "N", "N", "H", "H", "H", "H", "C", "O", "N", "N", "H", "H", "H", "H", "C", "O", "N", "N", "H", "H", "H", "H", "C", "O", "N", "N", "H", "H", "H", "H", "C", "C", "O", "S", "O", "O", "O", "H", "H", "H", "H", "C", "C", "O", "S", "O", "O", "O", "H", "H", "H", "H", "C", "C", "O", "S", "O", "O", "O", "H", "H", "H", "H", "C", "C", "C", "O", "C", "H", "H", "H", "H", "H", "H", "H", "H"], "xyz": [[-0.03433, 2.22249, 0.59004], [-0.02815, 1.58026, -0.84800], [-0.28153, 0.16387, -0.68425], [-1.48160, -0.39078, -0.33701], [-1.34443, -1.77957, -0.17503], [0.02952, -2.07197, -0.29867], [0.62978, -0.85992, -0.56185], [0.62841, -3.39350, -0.20071], [-0.87730, 1.98272, 1.23812], [-0.09108, 3.26012, 0.26109], [0.97453, 2.20895, 1.00250], [0.96994, 1.89993, -1.14751], [-0.73971, 2.12680, -1.46693], [-2.33362, 0.27254, -0.35893], [-2.10972, -2.53057, -0.04570], [1.69508, -0.72100, -0.67239], [0.07613, -4.19041, 0.29729], [1.59444, -3.30359, 0.29610], [0.89750, -3.64351, -1.22696], [-4.39463, -6.49414, -0.02342], [-4.11984, -6.31541, -1.46727], [-4.30357, -7.47409, -2.31577], [-3.10177, -5.34277, -1.85127], [-5.41116, -5.42277, -1.83678], [-2.92171, -7.12272, 0.37161], [-1.86042, -6.18359, 0.72711], [-2.57585, -8.39614, -0.26931], [-3.37549, -7.74964, 1.82770], [0.01771, 5.16080, -4.01355], [0.95572, 4.69289, -4.63946], [-0.02999, 5.52007, -2.79905], [-1.17037, 5.13661, -4.46005], [-0.93071, 5.63110, -2.35579], [0.80167, 5.37885, -2.24365], [-1.94702, 5.27466, -3.82929], [-1.20181, 4.80744, -5.41438], [4.46870, -1.98316, -2.00087], [4.52821, -0.95707, -1.26349], [3.63928, -2.08018, -3.03169], [5.19721, -3.03718, -1.96125], [3.06390, -1.26760, -3.20128], [3.37675, -2.93111, -3.50823], [5.28261, -3.70991, -2.70974], [5.72657, -3.24815, -1.12737], [1.99763, 6.55196, 0.06288], [2.22870, 5.77557, -0.85484], [2.11437, 6.26659, 1.30913], [1.50724, 7.75828, -0.09093], [1.68009, 6.82946, 2.02655], [2.53449, 5.37649, 1.53565], [1.36172, 8.11774, -1.02351], [1.53307, 8.37730, 0.70674], [-7.69402, 1.01598, -3.54207], [-7.51280, 0.48297, -4.57697], [-6.71312, 1.65505, -3.01025], [-8.88476, 1.12133, -2.93526], [-5.86367, 1.56397, -3.54899], [-6.78970, 1.93257, -2.04214], [-9.04605, 1.59345, -2.05708], [-9.59195, 0.66349, -3.49236], [1.03483, -5.84919, 3.35706], [1.35992, -4.69080, 3.25103], [-0.19491, -6.22929, 3.22022], [1.77229, -6.88834, 3.57330], [-0.86404, -5.49199, 3.05067], [-0.46971, -7.20096, 3.24140], [2.75589, -6.77564, 3.77315], [1.39294, -7.79145, 3.32719], [-0.34035, -2.90883, -3.81282], [0.75409, -3.30119, -4.09103], [-1.41470, -3.56954, -3.59181], [-0.51897, -1.61762, -3.60476], [-2.25580, -3.01331, -3.53455], [-1.55627, -4.56954, -3.59906], [0.35952, -1.13167, -3.49427], [-1.45318, -1.31827, -3.36451], [-5.12434, -3.72760, 1.70450], [-5.35165, -2.67988, 2.24899], [-3.95694, -4.31329, 1.72417], [-6.01360, -4.45390, 1.08553], [-3.27301, -4.14824, 2.44880], [-4.03225, -5.21930, 1.28419], [-5.67074, -5.29490, 0.64363], [-6.89064, -4.06354, 0.77168], [3.35426, -5.17087, -5.49447], [3.79365, -4.75363, -4.42416], [3.91723, -5.97695, -6.29260], [2.24825, -4.76810, -6.00127], [4.72352, -6.47854, -5.94848], [3.55094, -6.07207, -7.22901], [1.72052, -4.14162, -5.41041], [1.91432, -5.35522, -6.75219], [5.09110, -8.03470, -3.33135], [5.27378, -7.95460, -4.50366], [4.36849, -7.19404, -2.64728], [5.55841, -8.98763, -2.55230], [3.86299, -6.49534, -3.17302], [4.46576, -7.03080, -1.65532], [6.04625, -9.71463, -3.05588], [5.42134, -8.91800, -1.55406], [-3.02145, 1.85888, -3.93556], [-2.79610, 1.31627, -2.92847], [-3.35062, 3.12664, -4.03900], [-2.98114, 1.38338, -5.10559], [-3.52631, 3.60010, -4.91367], [-3.16596, 3.65836, -3.20038], [-2.85799, 0.38595, -5.20598], [-3.04508, 1.96895, -5.92603], [-3.45153, 2.24257, 3.19034], [-2.93412, 1.66265, 2.23423], [-2.97454, 2.35115, 4.37044], [-4.62678, 2.78564, 3.22422], [-2.06668, 1.90882, 4.35584], [-3.18258, 3.10651, 5.00780], [-5.10133, 2.59335, 2.35363], [-4.97501, 3.07744, 4.12628], [3.14672, 3.28286, 3.56834], [3.61680, 2.70704, 2.61343], [2.48702, 2.81910, 4.57495], [3.17813, 4.56689, 3.58247], [2.04777, 3.41740, 5.25992], [2.37996, 1.82435, 4.71315], [3.80895, 5.11761, 3.01779], [2.81992, 4.94053, 4.44975], [3.78197, 2.45282, -0.69049], [3.70500, 2.62628, -1.89939], [3.44897, 3.36998, 0.16608], [4.27523, 1.43830, -0.04522], [3.70008, 3.31681, 1.14292], [3.09095, 4.16184, -0.34858], [4.23670, 1.46369, 0.96372], [4.41215, 0.54834, -0.50276], [-4.61783, -1.69668, -2.25695], [-3.86577, -2.01661, -3.15518], [-5.18396, -2.56088, -1.49587], [-4.70239, -0.45476, -1.78827], [-5.02981, -3.52842, -1.74126], [-5.63905, -2.28803, -0.63649], [-4.34642, 0.26030, -2.40639], [-5.28962, -0.25217, -0.99189], [-0.15020, 0.57766, 5.39122], [-0.58416, 1.07431, 4.38298], [-0.78326, 0.60721, 6.50986], [1.03596, 0.05007, 5.38592], [-1.75264, 0.88936, 6.53827], [-0.24756, 0.65407, 7.36481], [1.43675, -0.34187, 6.22606], [1.26404, -0.08577, 4.41143], [-3.62511, 4.46871, -0.98020], [-2.89026, 5.00950, -1.78039], [-3.16323, 3.82988, 0.00426], [-4.91357, 4.38739, -1.02705], [-3.73315, 3.21893, 0.57172], [-2.16594, 3.76500, 0.15019], [-5.36588, 5.04083, -1.65037], [-5.35268, 3.75360, -0.37467], [-1.49617, -2.70980, 3.49534], [-2.05397, -3.82080, 3.39732], [-0.24963, -2.50973, 3.69565], [-2.09562, -1.63013, 3.14637], [0.42282, -3.26333, 3.69222], [0.11359, -1.58036, 3.53928], [-1.71713, -0.69397, 3.12533], [-3.03704, -1.85691, 2.85929], [1.61551, 0.95625, -4.29044], [1.94796, 0.00379, -3.63320], [0.68930, 0.93017, -5.24704], [1.88353, 2.19786, -4.01602], [0.32205, 1.80714, -5.58786], [0.47034, 0.05504, -5.70124], [2.56650, 2.32145, -3.28229], [1.56467, 3.02355, -4.50249], [4.40127, -5.29465, 0.69271], [3.75080, -5.59415, -0.26892], [5.66489, -5.70699, 0.79916], [3.90557, -4.63969, 1.70850], [6.05100, -6.39158, 0.16484], [6.09743, -5.35478, 1.64115], [2.91976, -4.41996, 1.70835], [4.43397, -4.46207, 2.55072], [-6.03322, 0.82497, 0.83449], [-5.91036, 2.06869, 0.82946], [-5.09076, 0.01844, 1.07480], [-7.18320, 0.17901, 0.54083], [-5.29353, -0.96254, 1.20390], [-4.21442, 0.44272, 1.34336], [-7.31028, -0.81962, 0.62261], [-8.00950, 0.66548, 0.22351], [0.39786, -6.25457, -2.31487], [-0.47114, -6.30695, -3.15510], [0.35289, -6.72298, -1.07897], [1.51995, -5.66683, -2.41370], [1.11536, -6.64736, -0.42094], [-0.51782, -7.16347, -0.81833], [1.71863, -5.36355, -3.35638], [2.21128, -5.67665, -1.67745], [3.77688, -2.64920, 5.03234], [4.22475, -1.21606, 5.24385], [3.80803, -0.54424, 4.09576], [3.92718, -1.47633, 2.80122], [5.32898, -1.80187, 2.37736], [3.02261, -0.97461, 1.75801], [3.32368, -2.73654, 3.65320], [3.00190, -2.91522, 5.75120], [4.61115, -3.33950, 5.15710], [5.30432, -1.15377, 5.38084], [3.82346, -0.71460, 6.12454], [-2.61477, 9.39795, 1.58114], [-1.14634, 9.78311, 1.66248], [-0.38611, 8.60785, 2.01938], [-1.37838, 7.28248, 1.87377], [-1.09509, 6.31503, 2.98827], [-1.59194, 6.80945, 0.49883], [-2.69323, 8.20823, 2.38654], [-2.71982, 9.16993, 0.52044], [-3.35019, 10.12610, 1.92326], [-0.90448, 10.50121, 2.44603], [-0.71317, 10.08600, 0.70920], [4.29578, 4.01908, -4.73582], [4.62127, 2.56583, -5.18279], [5.92227, 2.64528, -5.76274], [6.09474, 4.17931, -6.51900], [5.12729, 4.25748, -7.65471], [7.47231, 4.62394, -6.66025], [5.34121, 4.91617, -5.21920], [4.46785, 4.08771, -3.66167], [3.26100, 4.30406, -4.92586], [3.83168, 2.26462, -5.87123], [4.66699, 1.80414, -4.40445], [1.79510, 4.50429, 7.97831], [0.46494, 4.36995, 7.43312], [0.51106, 4.98695, 6.06120], [1.87326, 5.42299, 5.82860], [2.53652, 5.54688, 7.05446], [2.36208, 3.57576, 7.91162], [1.90583, 4.88392, 8.99405], [-0.32248, 4.73053, 8.09498], [0.05592, 3.37147, 7.27872], [0.01705, 5.95788, 6.09806], [0.01765, 4.39151, 5.29302], [2.55323, 6.58445, 7.38805], [3.59329, 5.31030, 6.93041]], "forces_ev_per_angstrom": [[0.101, 1.042, -1.720], [0.465, 1.322, 2.545], [1.568, -3.506, 0.506], [-0.688, -1.417, -0.621], [0.746, 2.040, -0.286], [-1.966, 3.471, 0.404], [-0.302, -0.429, -0.494], [1.659, 0.195, -0.874], [0.271, -0.203, 0.031], [-0.279, 0.630, 0.593], [-0.200, -0.665, 0.497], [0.106, -1.133, -0.832], [-0.315, -0.908, -0.215], [-0.259, -0.465, 0.026], [0.168, -0.079, 0.114], [0.120, -0.073, -0.173], [-0.642, 0.583, -0.183], [-0.027, 0.209, 0.210], [-0.269, -0.586, 0.002], [2.053, -1.967, 4.473], [-0.542, 2.128, -10.645], [0.331, 1.219, 1.398], [-0.527, -1.536, 1.271], [-0.748, -0.251, 0.509], [2.049, -3.898, 3.761], [-2.234, -1.156, -0.705], [-0.360, 2.987, 0.295], [0.043, 1.262, -0.808], [1.761, -2.057, -0.770], [1.783, 0.354, -1.029], [2.108, 1.830, 5.790], [-4.949, -0.002, -4.268], [0.344, -0.001, 0.399], [0.000, 0.277, 0.385], [-0.164, -0.110, -0.731], [-0.884, 0.087, 0.231], [-2.123, 3.377, -0.748], [0.142, -2.020, -0.389], [-1.862, 1.555, -0.873], [4.115, -3.909, 2.261], [-0.045, -0.058, -0.210], [0.319, -0.235, 0.143], [-0.540, 0.223, -0.020], [0.072, 0.254, -0.218], [-0.416, -0.703, -2.922], [0.247, -0.103, -0.551], [1.191, -2.004, 4.425], [-1.014, 3.210, -1.234], [0.280, -0.408, -0.011], [-0.538, 0.164, 0.229], [0.102, -0.026, 0.261], [-0.115, 0.120, -0.609], [-1.224, 0.569, 0.377], [-0.461, -2.582, -3.993], [2.863, 2.357, 2.568], [-1.681, -0.621, 0.338], [0.163, 0.263, 0.738], [0.855, 0.199, -0.231], [-0.175, -0.182, -0.524], [-0.375, 0.228, 0.708], [-1.738, 0.022, -0.559], [1.791, 2.347, 0.265], [-3.780, -0.023, -0.496], [4.207, -2.832, 0.926], [-0.560, -0.176, -0.100], [-0.262, 0.520, -0.005], [-0.226, -0.267, -0.311], [0.589, 0.152, 0.287], [0.027, 0.936, 0.430], [3.621, -1.953, -1.020], [-3.982, -2.611, 0.192], [-0.257, 2.661, -0.013], [-0.291, -0.417, 0.337], [0.679, -0.112, -0.142], [-0.280, 0.843, -0.070], [0.456, 0.694, 0.315], [0.996, -0.707, 0.606], [-0.971, 3.990, 1.087], [1.311, -1.452, -0.727], [-3.162, -1.285, -1.911], [0.245, 0.242, 0.182], [0.914, 0.504, 0.474], [-0.653, 0.123, -0.103], [0.228, -0.125, 0.218], [0.185, 2.030, 2.091], [0.732, -0.059, 1.513], [4.084, -4.008, -2.616], [-3.748, 1.744, -1.029], [0.015, -0.341, -0.347], [0.601, -0.359, 0.376], [-1.036, 0.112, -0.246], [-0.925, 0.785, 0.439], [-0.374, 0.476, 1.063], [0.634, -0.333, -3.565], [-2.188, 2.866, 1.262], [1.808, -2.550, 0.838], [0.302, 0.384, 0.104], [-0.350, -0.026, -0.261], [0.155, -0.070, 0.819], [0.170, -0.709, -0.472], [-0.541, 3.440, -1.533], [1.068, -2.936, 5.306], [-1.130, 3.970, 1.662], [0.567, -4.531, -5.798], [0.091, -0.165, 0.468], [-0.226, 0.564, -0.217], [0.071, 0.080, -0.291], [-0.036, -0.563, 0.252], [-1.091, -0.141, -1.296], [0.195, -0.384, -0.509], [4.688, -0.862, 4.324], [-3.058, 1.195, -2.255], [0.770, 0.280, 1.054], [0.077, -0.245, -0.419], [-1.509, 0.632, 0.100], [-0.613, -0.172, -0.869], [0.964, -0.106, -2.632], [1.023, -2.942, 0.040], [-1.987, -3.437, 3.477], [0.258, 5.172, 0.742], [0.336, -0.100, -0.342], [-0.032, 0.243, -0.265], [0.005, -0.459, 0.188], [0.173, 1.053, -0.347], [0.894, -0.146, -0.257], [-0.333, -0.377, -1.518], [-1.858, 3.921, 0.020], [1.326, -3.447, 0.761], [-0.262, 0.200, -0.267], [-0.004, 0.694, 0.720], [-0.048, -0.198, -0.323], [0.218, -0.225, -0.174], [2.327, 1.590, 0.005], [0.542, -0.077, -2.068], [-2.292, -3.430, 2.067], [-0.367, 1.946, -0.307], [-0.213, -0.011, 0.419], [0.094, -0.453, -0.335], [0.143, 0.149, 0.548], [0.273, 0.164, -0.766], [-0.404, 1.177, -1.094], [-0.949, 0.218, -2.720], [-2.174, 0.212, 4.480], [2.750, -0.921, -0.147], [0.289, 0.132, -0.051], [-0.450, -0.324, 0.037], [0.136, -0.478, -0.772], [1.358, -0.419, 0.377], [0.631, 0.487, -1.350], [1.142, 1.967, -2.327], [3.237, -3.239, 5.105], [-3.779, 0.843, -1.343], [0.191, 0.056, 0.073], [-0.202, -0.048, -0.138], [-0.459, -0.587, 0.210], [-0.716, 0.333, -0.258], [-0.950, -2.425, -1.647], [0.884, -0.262, 1.315], [5.113, 0.378, 1.778], [-4.045, 2.714, -0.778], [0.055, -0.432, -0.063], [-0.126, -0.381, -0.082], [-0.186, -0.144, -0.067], [-0.411, 0.951, -0.095], [-2.113, 1.317, -0.340], [1.017, -2.023, 0.925], [-1.627, -1.372, -2.390], [2.286, 2.172, 1.755], [0.140, -0.490, -0.200], [-0.202, 0.267, 0.137], [0.116, 0.375, 0.488], [-0.148, -0.107, -0.055], [0.402, -1.197, -0.709], [-1.996, -0.702, -2.361], [1.558, 0.357, 1.157], [-0.731, 1.497, 2.143], [0.053, 0.457, 0.317], [0.909, -0.703, -0.500], [0.109, -0.033, 0.259], [-0.335, 0.041, -0.319], [-2.650, 2.047, -0.551], [-0.400, 0.180, -0.481], [3.499, -1.992, 1.225], [-2.242, 0.137, -0.712], [0.507, -0.377, 0.546], [0.477, -0.221, 0.263], [0.362, 0.200, 0.158], [0.392, 0.155, 0.263], [-1.512, -0.699, 0.924], [-1.047, -0.514, -0.885], [-2.581, -2.467, 2.926], [4.753, 2.934, -3.027], [-0.371, -0.109, -0.274], [0.457, -0.023, 0.344], [0.622, 0.588, 0.348], [0.094, 0.158, -0.507], [0.139, -0.688, -0.079], [1.047, 0.000, 0.811], [0.182, 1.687, -1.165], [1.682, -0.626, -3.251], [-3.932, 1.039, 2.044], [1.533, -1.351, 3.111], [0.103, 0.525, -0.030], [-0.386, -0.236, -0.628], [-0.050, -0.006, 0.001], [0.133, 0.020, -0.346], [-0.445, -0.077, -0.207], [0.565, -0.509, -0.543], [1.243, 0.824, 0.403], [-0.951, -2.122, -0.255], [-1.113, -1.656, 2.214], [-0.465, 3.061, -3.554], [0.810, 1.429, 3.041], [0.982, -1.179, -1.178], [-0.960, -0.256, 0.051], [0.309, -0.136, 0.083], [-0.114, 0.067, -0.096], [-0.423, 0.416, -0.006], [0.762, -0.382, 1.924], [-0.413, 0.827, -0.393], [1.192, 1.676, -1.919], [-3.108, -0.247, 0.251], [2.846, -0.400, 2.576], [-2.457, -1.182, 0.528], [0.720, -0.819, -2.174], [-0.376, -0.093, 0.052], [0.433, 0.439, -0.615], [0.444, -0.195, -0.524], [0.152, 0.454, 0.266], [3.578, 0.954, 0.820], [-2.886, -1.143, -0.324], [-0.658, 2.792, 0.356], [-0.355, -1.027, -0.963], [-0.060, -0.786, 0.778], [0.070, -0.050, 0.091], [-0.431, -0.324, 0.148], [0.098, 0.896, -0.193], [0.781, -0.653, 0.249], [-0.762, -0.153, -0.192], [0.838, -0.013, -0.425], [-0.617, 0.095, 0.325], [0.013, -0.317, -0.179]]}